The following is a DFT calculation (ωB97M-V/def2-TZVPD) of the ion C7H9N2OS with charge +1.

CARTESIAN COORDINATES (ANGSTROEM)
C: 0.031 -0.451 1.933
C: 1.138 -0.512 1.127
C: -1.434 -0.693 0.052
C: -1.285 -0.478 1.455
C: 1.055 -0.616 -0.236
C: -0.258 -0.651 -0.702
C: 0.325 0.589 -3.049
N: -2.502 -0.300 2.169
N: 0.976 1.405 -2.272
O: 2.082 -0.718 -1.159
S: -0.553 -0.767 -2.432
H: 0.257 -0.418 3.115
H: 2.210 -0.626 1.455
H: -2.337 -0.479 -0.444
H: 0.398 0.783 -4.090
H: -2.481 -0.587 3.163
H: -3.382 -0.573 1.787
H: 0.760 1.200 -1.337
H: 1.329 2.229 -2.600
H: 2.811 -0.138 -0.907

Summary:
* spin multiplicity: 1
* total charge: +1
* ΔE to the lowest compared entry with this formula, charge and spin: 0.0 kcal/mol
* HOMO energy: -0.4360 Ha
* frontier orbital gap: 7.55 eV
* electronic energy: -854.79954 hartree

The following is a DFT calculation (ωB97M-V/def2-TZVPD) of a cluster of 2 separate species, C7H9N3 in total.

CARTESIAN COORDINATES (ANGSTROEM)
C: 0.833 2.161 0.148
N: 0.728 1.013 -0.645
C: -0.299 0.666 -1.455
C: 0.102 -0.443 -2.195
C: 1.343 -0.778 -1.609
N: 1.643 0.089 -0.659
H: -0.201 2.798 0.012
H: 0.957 2.037 1.221
H: 1.677 2.757 -0.307
H: -1.169 1.377 -1.377
H: -0.453 -0.979 -2.837
H: 1.920 -1.585 -1.932
C: -0.057 -2.383 2.275
C: -0.881 -1.430 1.898
C: -1.716 -0.613 1.389
N: -2.124 0.470 0.947
H: -0.071 -3.383 1.924
H: 0.580 -2.182 3.132
H: -2.813 0.409 0.070

Summary:
* spin multiplicity: 1
* total charge: 0
* ΔE to the lowest compared entry with this formula, charge and spin: 111.7 kcal/mol
* HOMO energy: -0.3263 Ha
* frontier orbital gap: 8.78 eV
* structure (SMILES): Cn1cccn1.C=C=C=N
* electronic energy: -436.23814 hartree

The following is a DFT calculation (ωB97M-V/def2-TZVPD) of a cluster of 2 separate species, C7H9N3 in total.

CARTESIAN COORDINATES (ANGSTROEM)
C: -0.037 2.381 -0.353
C: 1.001 1.454 -0.323
C: 0.970 0.197 -0.877
C: 2.297 -0.553 -0.771
C: -0.087 -0.386 -1.373
N: -1.113 -0.813 -1.845
H: -0.158 3.343 0.035
H: -0.991 2.128 -0.888
H: 1.910 1.676 0.228
H: 2.273 -1.621 -0.886
H: 2.897 -0.124 -1.589
H: 2.857 -0.443 0.105
H: -1.699 -1.381 -1.240
H: -1.826 -2.463 0.586
N: -2.159 -1.539 0.487
C: -1.981 -0.584 1.387
C: -1.224 -0.735 2.570
N: -0.577 -0.942 3.498
H: -2.353 0.406 1.251

Summary:
* spin multiplicity: 1
* total charge: 0
* ΔE to the lowest compared entry with this formula, charge and spin: 103.7 kcal/mol
* HOMO energy: -0.2848 Ha
* frontier orbital gap: 6.81 eV
* structure (SMILES): C=CC(C)=C=N.[H]/N=C\C#N
* electronic energy: -436.25096 hartree

The following is a DFT calculation (ωB97M-V/def2-TZVPD) of a structure of composition C7H9N3O.

CARTESIAN COORDINATES (ANGSTROEM)
C: -1.827 -0.363 -1.083
C: -3.253 0.283 0.364
C: -1.099 -0.303 0.046
C: 2.445 -1.611 0.352
C: 1.238 -1.269 -0.112
C: 0.738 1.427 -0.458
C: 0.305 -0.288 0.458
N: -3.200 -0.069 -0.873
N: -2.020 0.121 1.005
N: 2.023 1.693 -0.301
O: -0.152 2.032 -0.972
H: -1.481 -0.638 -2.031
H: -4.225 0.484 0.952
H: 2.945 -2.428 -0.189
H: 2.811 -1.370 1.332
H: 1.013 -1.694 -1.148
H: 0.373 -0.029 1.525
H: -1.723 0.396 2.009
H: 2.706 1.056 -0.243
H: 2.384 2.571 -0.635

Summary:
* spin multiplicity: 1
* total charge: 0
* ΔE to the lowest compared entry with this formula, charge and spin: 43.1 kcal/mol
* HOMO energy: -0.2997 Ha
* frontier orbital gap: 8.69 eV
* electronic energy: -511.57680 hartree

The following is a DFT calculation (ωB97M-V/def2-TZVPD) of an isolated molecule of C7H9N3O3.

CARTESIAN COORDINATES (ANGSTROEM)
C: 1.608 -1.347 -0.736
C: 1.964 0.123 1.686
C: 0.511 -0.997 -1.598
C: -0.018 0.352 -1.079
C: -0.999 0.407 0.150
C: -0.376 0.918 1.480
C: 0.631 -0.022 2.123
N: 2.233 -1.479 0.253
N: 2.618 -1.202 1.427
N: 0.175 -1.210 2.566
O: 2.599 1.099 1.442
O: 1.023 -2.097 2.968
O: -1.039 -1.482 2.657
H: 0.651 -0.791 -2.628
H: -0.427 -1.771 -1.523
H: 0.793 1.142 -1.022
H: -0.470 0.805 -1.906
H: -1.768 0.984 -0.116
H: -1.300 -0.553 0.410
H: 0.105 1.763 1.059
H: -1.219 1.011 2.261
H: 1.893 -1.940 2.498

Summary:
* spin multiplicity: 1
* total charge: 0
* ΔE to the lowest compared entry with this formula, charge and spin: 210.8 kcal/mol
* HOMO energy (alpha / beta): -0.3297 / -0.3296 Ha
* frontier orbital gap (alpha / beta): 8.72 / 8.72 eV
* electronic energy: -661.84410 hartree

The following is a DFT calculation (ωB97M-V/def2-TZVPD) of an isolated molecule of C7H9N3O3S2.

CARTESIAN COORDINATES (ANGSTROEM)
C: 0.926 -0.585 -3.395
C: 0.722 -1.858 -1.107
C: 1.030 -1.271 -2.214
C: -0.088 -1.767 1.211
C: 1.601 0.958 -0.716
C: -1.455 -1.447 3.161
C: -0.378 3.093 -1.390
N: 1.072 -0.066 -4.400
N: 0.802 -1.224 0.160
N: -0.421 -0.970 2.249
O: -0.549 -2.883 1.094
O: -0.333 1.693 0.877
O: -0.969 0.469 -1.186
S: 2.051 -0.211 0.472
S: -0.148 1.488 -0.570
H: 0.238 -2.833 -1.132
H: 2.305 1.807 -0.927
H: -2.179 -2.123 2.668
H: -0.957 -2.061 3.947
H: -1.811 -0.560 3.572
H: -1.373 3.407 -1.234
H: 0.376 3.726 -0.998
H: -0.234 3.143 -2.482
H: -0.225 0.074 2.342

Summary:
* spin multiplicity: 1
* total charge: 0
* ΔE to the lowest compared entry with this formula, charge and spin: 91.7 kcal/mol
* HOMO energy (alpha / beta): -0.3199 / -0.3253 Ha
* frontier orbital gap (alpha / beta): 7.69 / 7.41 eV
* electronic energy: -1458.30228 hartree

The following is a DFT calculation (ωB97M-V/def2-TZVPD) of an isolated molecule of C7H9N3S.

CARTESIAN COORDINATES (ANGSTROEM)
C: -1.375 -1.906 0.933
C: -2.056 -0.967 0.259
C: -0.668 0.685 0.170
C: -3.141 -0.255 -0.165
C: 1.687 1.250 0.817
C: 1.133 0.028 -1.301
C: 0.735 0.229 0.158
N: -0.611 -2.613 1.449
N: -3.120 1.037 -0.506
N: -4.432 -0.811 -0.290
S: -1.635 1.892 -0.206
H: 1.729 1.262 1.898
H: 1.320 2.163 0.427
H: 2.697 1.182 0.482
H: 0.621 -0.801 -1.555
H: 2.185 -0.079 -1.233
H: 0.945 0.817 -1.959
H: 0.695 -0.822 0.561
H: -4.469 -1.797 -0.160
H: -5.022 -0.166 -0.829

Summary:
* spin multiplicity: 1
* total charge: 0
* ΔE to the lowest compared entry with this formula, charge and spin: 132.2 kcal/mol
* HOMO energy: -0.3074 Ha
* frontier orbital gap: 7.69 eV
* electronic energy: -834.40746 hartree

The following is a DFT calculation (ωB97M-V/def2-TZVPD) of an isolated molecule of C7H9N3S2.

CARTESIAN COORDINATES (ANGSTROEM)
C: -0.260 2.689 -0.251
C: 0.055 1.322 -0.317
N: 1.212 1.021 -0.930
N: 1.662 -0.321 -0.956
C: 2.463 -0.699 0.069
N: 2.942 -2.018 -0.131
S: 2.610 0.336 1.428
C: -0.899 0.267 0.155
C: -2.245 0.375 0.635
C: -2.955 -0.810 0.726
C: -2.124 -1.788 0.341
S: -0.583 -1.410 -0.232
H: -1.474 2.677 -0.269
H: 0.106 3.089 0.713
H: 0.334 3.200 -0.991
H: 2.073 -0.517 -1.804
H: 2.355 -2.746 -0.629
H: 3.769 -2.409 0.431
H: -2.707 1.397 0.776
H: -3.976 -0.823 1.242
H: -2.359 -2.832 -0.007

Summary:
* spin multiplicity: 1
* total charge: 0
* ΔE to the lowest compared entry with this formula, charge and spin: 16.3 kcal/mol
* HOMO energy: -0.2911 Ha
* frontier orbital gap: 7.98 eV
* structure (SMILES): C/C(=N/NC(N)=S)c1cccs1
* electronic energy: -1232.67544 hartree